Record 1
# C8H17BaOP2

A molecular structure, C8H17BaOP2 (ωB97M-V/def2-TZVPD, OMol25).

As for the spin multiplicity: 1. The value obtained for the frontier orbital gap is 2.269 eV. As for the highest occupied orbital energy: 0.0437 eV. The energy above the lowest of the compared OMol25 structures with the same formula, charge and spin comes out at 2.387 eV. The calculation puts the electronic energy at -1098.264286 hartree. As for the net charge: -1.

Each line ends with the Löwdin charge.
Cartesian coordinates (Å):
C 3.12000 -0.86409 -2.26380  -0.265
C 2.92335 0.58723 -2.27806  -0.262
C 1.54005 0.88051 -2.72474  -0.327
C 0.85492 -0.38813 -3.00733  -0.379
C 1.84884 -1.49367 -2.78725  -0.288
Ba 1.06138 -0.41478 -0.58853  0.880
P 2.63033 -0.93472 1.54446  0.549
H 3.95234 -1.38679 -1.96979  0.035
H 3.64244 1.32383 -1.99025  0.064
H 1.11088 1.85829 -2.79366  0.061
H 1.66314 -2.53597 -2.88511  0.054
H -0.13113 -0.52582 -3.26573  0.038
H 2.07134 -0.11043 2.45807  -0.161
H 3.90262 -0.69155 1.35609  -0.190
H 2.37945 -2.21990 1.85549  -0.165
C -2.59512 -0.52607 2.74864  -0.250
P -2.01794 0.43931 1.30759  0.614
C -2.82345 -0.10843 -0.24830  -0.258
C -1.91934 2.23262 1.67409  -0.257
O -0.53199 -0.01846 1.14029  -0.778
H -3.64076 -0.31639 2.98286  0.027
H -1.97648 -0.29479 3.63893  0.042
H -2.48408 -1.61340 2.55405  0.038
H -3.89160 0.12518 -0.23447  0.022
H -2.34762 0.37636 -1.13263  0.033
H -2.69755 -1.20684 -0.36087  0.030
H -1.31026 2.39230 2.58863  0.036
H -1.42018 2.78060 0.84342  0.033
H -2.91358 2.65401 1.83793  0.023

Forces on atoms 1 to 6 (eV/Å):
-4.7 2.1 -2.9
-2.2 -2.1 -1.6
2.2 -2.6 -1.3
6.3 0.0 -1.5
1.2 4.2 -0.5
-3.9 0.2 3.4

=====

Record 2
# C8H17ClINO3OsP

A molecular structure, C8H17ClINO3OsP (ωB97M-V/def2-TZVPD, OMol25).

As for the spin multiplicity: 5. The value obtained for the frontier orbital gap (spin up / spin down) is 5.491 / 5.712 eV. As for the expectation value of S²: 6.2527. As for the highest occupied orbital energy (spin up / spin down): -19.5760 / -20.0932 eV. The energy above the lowest of the compared OMol25 structures with the same formula, charge and spin comes out at 0.332 eV. The calculation puts the electronic energy at -1784.102838 hartree. As for the net charge: +3.

Each line ends with the Mulliken spin population.
Cartesian coordinates (Å):
C 2.45202 0.68969 -0.62015  0.137
C 1.46215 1.96574 -1.00519  0.394
H 3.17418 0.45458 -1.42271  0.002
H 1.83203 -0.27164 -0.41746  0.010
H 3.10487 0.86849 0.25786  0.002
O 1.60604 3.10437 -1.27835  -0.011
I -0.68280 4.18403 -1.60799  0.506
Os -0.04526 -0.58514 0.51803  2.396
P -0.99093 -2.13663 -0.65435  0.006
C -1.82014 -1.83081 -2.25593  0.031
C 0.31936 -3.18378 -1.14124  0.042
H -2.07684 -2.93989 1.32082  -0.007
H -2.73314 -3.74286 -0.11702  0.004
H -3.19209 -2.08079 0.25350  0.001
C -2.35982 -2.79640 0.28218  0.056
H 0.98338 -3.34611 -0.27987  -0.001
H -0.01032 -4.15860 -1.51529  0.010
H -2.16205 -2.70596 -2.81151  -0.002
H -1.17741 -1.29031 -2.94702  0.003
H 0.91012 -2.71914 -1.94660  0.005
H -2.69247 -1.20306 -2.07814  0.001
C -0.30685 0.38401 -1.08370  -0.057
O -0.97534 0.80449 -1.98521  0.111
Cl -0.12506 -1.62387 2.49270  0.306
C 1.04505 3.57606 1.70252  0.003
C 0.62595 2.16703 2.05236  0.007
N 0.08538 1.85571 3.24150  0.021
O 0.83490 1.29428 1.12058  0.020
H 1.03186 4.21672 2.60528  0.001
H 0.31913 3.92689 0.92335  0.006
H 2.04650 3.65110 1.20822  0.001
H -0.15114 0.88448 3.39410  -0.002
H -0.33125 2.58733 3.79473  0.001

Forces on atoms 1 to 6 (eV/Å):
0.1 -0.3 -0.6
3.7 0.8 0.1
-0.7 0.4 -0.3
1.2 1.5 -0.6
-0.8 0.6 -0.3
-0.7 -3.3 0.6

=====

Record 3
# C8H17ClNO9PS

A molecular structure, C8H17ClNO9PS (ωB97M-V/def2-TZVPD, OMol25).

As for the spin multiplicity: 1. The value obtained for the frontier orbital gap is 10.066 eV. As for the highest occupied orbital energy: -9.9840 eV. The calculation puts the electronic energy at -2246.732433 hartree.

Each line ends with the natural charge from an NBO analysis.
Cartesian coordinates (Å):
N 1.94029 0.39687 -0.85042  -1.323
P 0.58275 0.45947 -1.55809  2.209
O -0.51806 1.37642 -0.84130  -0.975
O 0.51292 1.23294 -2.96039  -0.972
C -0.28519 -1.15211 -1.88088  -0.109
C -1.72970 -0.95205 -2.37317  -0.444
C -2.79148 -1.41304 -1.38092  -0.412
C -4.19626 -1.05806 -1.83307  -0.355
Cl -4.57531 -1.68843 -3.46187  -0.077
C 0.51350 -2.10461 -2.79662  -0.115
O 1.43253 -2.77451 -1.91983  -0.680
S 0.58561 -3.17871 -0.63669  2.560
O -0.30755 -4.23217 -0.97118  -0.907
O 1.44918 -3.25243 0.47855  -0.874
O -0.23989 -1.81331 -0.57758  -0.719
H 2.27215 -0.53461 -0.62899  0.402
H -0.68315 1.07906 0.06338  0.515
H 0.79893 0.71519 -3.71873  0.505
H -1.85845 -1.49902 -3.30828  0.226
H -1.88397 0.10187 -2.60886  0.238
H -2.72617 -2.49281 -1.24265  0.227
H -2.63756 -0.94101 -0.40909  0.220
H -4.35302 0.01840 -1.84935  0.212
H -4.92647 -1.49606 -1.15821  0.222
H -0.15576 -2.84399 -3.23882  0.214
H 1.09867 -1.62109 -3.57444  0.215
C 1.55588 2.25850 6.05773  -0.255
O 2.45843 2.19594 4.95039  -0.494
C 1.89930 2.46667 3.76869  0.980
O 0.73822 2.74351 3.59457  -0.657
O 2.83030 2.36646 2.82919  -0.491
C 2.36458 2.65813 1.50181  -0.250
H 2.15199 2.01819 6.93260  0.195
H 1.13161 3.25659 6.15056  0.192
H 0.75133 1.53520 5.93768  0.191
H 2.02771 3.69209 1.44576  0.185
H 1.56173 1.98427 1.22405  0.196
H 3.21034 2.49219 0.84448  0.207

Forces on atoms 1 to 6 (eV/Å):
-0.2 -0.4 -0.2
0.1 0.2 0.0
-0.1 -0.3 -0.1
-0.3 -0.1 0.0
-0.1 0.1 0.0
0.1 0.1 0.0

=====

Record 4
# C8H17CoP2

A molecular structure, C8H17CoP2 (ωB97M-V/def2-TZVPD, OMol25).

As for the spin multiplicity: 4. The value obtained for the frontier orbital gap (spin up / spin down) is 3.260 / 6.867 eV. As for the expectation value of S²: 3.7739. As for the highest occupied orbital energy (spin up / spin down): 0.2786 / -3.4581 eV. The energy above the lowest of the compared OMol25 structures with the same formula, charge and spin comes out at 0.000 eV. The calculation puts the electronic energy at -2380.348862 hartree. As for the net charge: -1.

Each line ends with the Mulliken spin population.
Cartesian coordinates (Å):
C -0.36789 -2.35949 -0.68009  -0.029
C 0.88193 -2.42695 -1.38233  0.152
C 0.87308 -1.49986 -2.45281  -0.058
C -0.35515 -0.79847 -2.42861  0.192
C -1.19155 -1.31594 -1.37278  0.112
Co -0.73985 -0.56000 0.68829  2.457
P -0.77197 -1.56624 2.53724  -0.072
H -0.79140 -3.17617 -0.07605  -0.069
H 1.66259 -3.14833 -1.15534  -0.012
H 1.69707 -1.32302 -3.13656  0.000
H -2.30418 -1.28647 -1.35964  -0.128
H -0.67728 -0.04888 -3.14061  0.023
H 0.12002 -1.14682 3.58443  0.098
H -0.57739 -2.99672 2.60399  0.106
H -2.02330 -1.49260 3.19721  0.002
C -1.32679 2.31602 0.30729  0.321
P 0.15926 1.23101 0.32360  -0.197
C 1.18010 1.81540 -1.02541  -0.002
C 1.14967 1.56901 1.78057  0.187
H -1.80416 2.21018 -0.67826  -0.042
H -1.02848 3.35137 0.47741  -0.066
H -2.01357 1.96673 1.09178  0.044
H 1.44776 2.86116 -0.84647  0.003
H 2.08357 1.20302 -1.06344  0.010
H 0.64083 1.71902 -1.96739  0.002
H 1.34495 2.64133 1.80814  0.003
H 0.63900 1.24368 2.69087  -0.031
H 2.09313 1.01803 1.67497  -0.007

Forces on atoms 1 to 6 (eV/Å):
-0.6 0.6 -1.8
-1.0 0.2 0.3
-0.5 0.2 0.7
-0.4 -0.9 0.5
0.9 -1.4 -0.2
-1.7 -2.4 -2.0

=====

Record 5
# C8H17IrOP2

A molecular structure, C8H17IrOP2 (ωB97M-V/def2-TZVPD, OMol25).

As for the spin multiplicity: 5. The value obtained for the frontier orbital gap (spin up / spin down) is 3.383 / 6.342 eV. As for the expectation value of S²: 6.0254. As for the highest occupied orbital energy (spin up / spin down): -2.9656 / -7.7441 eV. The energy above the lowest of the compared OMol25 structures with the same formula, charge and spin comes out at 1.782 eV. The calculation puts the electronic energy at -1176.988706 hartree.

Each line ends with the Mulliken spin population.
Cartesian coordinates (Å):
C -2.60616 0.33426 -1.68613  0.359
C -3.07148 -0.62064 -2.64575  -0.080
C -3.82175 -1.61244 -1.93812  0.417
C -3.85378 -1.24822 -0.55943  0.025
C -3.14333 -0.03677 -0.38592  0.205
Ir 0.36495 1.26197 0.43188  2.370
P 0.11975 3.34292 0.19738  0.077
H -1.95204 1.19172 -1.85265  0.041
H -2.81202 -0.63890 -3.69508  0.000
H -4.30260 -2.47148 -2.38594  0.023
H -3.01169 0.48254 0.55769  0.014
H -4.38278 -1.78892 0.20890  0.003
H -1.02999 3.72536 0.95337  0.032
H -0.37239 3.65330 -1.10749  0.043
H 1.05707 4.43985 0.33307  0.016
C 2.53038 -2.45920 0.74902  0.014
P 1.97736 -0.74268 0.82298  0.051
C 1.91512 -0.04940 2.50333  0.242
C 2.98138 0.37596 -0.20952  0.216
O 0.45456 -0.63631 0.33229  -0.116
H 2.32826 -2.88931 -0.24205  0.000
H 1.98804 -3.07169 1.48433  -0.003
H 3.60549 -2.53597 0.95369  0.008
H 2.92156 0.16541 2.87363  0.013
H 1.27025 0.87539 2.48766  -0.039
H 1.42117 -0.81063 3.12089  0.042
H 2.24574 1.06388 -0.72164  0.005
H 3.70478 0.95554 0.37397  0.040
H 3.47415 -0.25555 -0.95435  -0.019

Forces on atoms 1 to 6 (eV/Å):
-0.7 -1.2 -1.6
0.7 0.9 1.3
0.7 1.1 -0.6
0.8 1.9 1.0
-1.3 -2.5 0.1
-0.5 2.8 0.2

=====

Record 6
# C8H17N2O

A gas-phase ion, C8H17N2O (charge +1) (ωB97M-V/def2-TZVPD, OMol25).

As for the spin multiplicity: 1. The value obtained for the frontier orbital gap is 7.572 eV. As for the highest occupied orbital energy: -10.3592 eV. The energy above the lowest of the compared OMol25 structures with the same formula, charge and spin comes out at 4.709 eV. The calculation puts the electronic energy at -499.359361 hartree. As for the net charge: +1.

Each line ends with the natural charge from an NBO analysis.
Cartesian coordinates (Å):
C -1.48078 -0.99443 -0.96235  -0.252
C -0.98993 0.90954 0.61443  -0.786
C 0.72445 -1.39589 0.24406  -0.247
C -0.01004 -1.25168 -1.07745  0.074
C 1.54383 0.37909 -0.66918  0.775
C 2.25761 1.63684 -0.77315  -0.697
C -3.28705 0.51210 0.02102  -0.426
C 2.58593 -0.45918 1.44860  -0.441
N -1.90440 -0.16600 0.16735  -0.368
N 1.85371 -0.55098 0.20870  -0.378
O 0.73081 -0.10809 -1.58217  -0.447
H -1.58140 -0.26895 -1.89556  0.246
H -2.21109 -1.73040 -1.12280  0.246
H -1.35341 1.33334 1.54391  0.187
H -0.88588 1.73854 0.03563  0.172
H -0.01728 -1.17409 1.14227  0.229
H 0.95961 -2.45096 0.33987  0.225
H 0.14455 -2.08120 -1.72683  0.232
H 3.14221 1.39536 -0.30279  0.241
H 1.60240 2.36883 -0.23239  0.291
H 2.42037 1.99741 -1.76032  0.271
H -3.05942 1.32466 -0.69484  0.239
H -4.03490 -0.24299 -0.08983  0.216
H -3.40275 1.22655 0.86655  0.250
H 2.22607 0.44165 2.05054  0.237
H 2.38103 -1.42204 2.11514  0.258
H 3.61818 -0.22857 1.07449  0.233
H -1.97245 -0.73844 1.01709  0.420

Forces on atoms 1 to 6 (eV/Å):
0.1 4.4 -3.0
2.3 -1.7 2.2
-2.8 -3.2 2.0
1.0 0.4 1.9
-0.3 -1.4 -0.3
-2.5 0.7 0.0

=====

Record 7
# C8H17N2O4

A gas-phase ion, C8H17N2O4 (charge +1) (ωB97M-V/def2-TZVPD, OMol25).

As for the spin multiplicity: 1. The value obtained for the frontier orbital gap is 10.699 eV. As for the highest occupied orbital energy: -13.5117 eV. The energy above the lowest of the compared OMol25 structures with the same formula, charge and spin comes out at 1.670 eV. The calculation puts the electronic energy at -725.174981 hartree. As for the net charge: +1. As for the SMILES: C[C@@H](O)[N+](=C1OCCN[C@@H]1O)[C@@H](C)O.

Each line ends with the natural charge from an NBO analysis.
Cartesian coordinates (Å):
C 1.44891 -1.89209 1.32302  -0.644
C 1.42879 -1.28713 -0.10782  0.291
O 0.76727 -1.99698 -1.05120  -0.749
N 0.81944 0.04508 -0.18844  -0.402
C -0.47913 0.26013 -0.20684  0.709
O -0.94308 1.46748 -0.31304  -0.468
C -2.37341 1.69952 -0.32636  -0.093
C -3.07985 0.65080 -1.12998  -0.269
N -3.05778 -0.68875 -0.59062  -0.610
C -1.70317 -0.83628 0.11008  0.182
O -1.80747 -0.75826 1.49644  -0.699
C 1.72319 1.33224 -0.19201  0.280
C 2.71686 1.20338 0.90097  -0.664
O 2.25507 1.34133 -1.43841  -0.665
H 2.04355 -1.27177 1.91169  0.224
H 2.08173 -2.79334 1.29349  0.241
H 0.47050 -1.91720 1.72914  0.240
H 2.49162 -1.10438 -0.50977  0.158
H 1.21472 -2.80201 -1.53717  0.527
H -2.54743 2.61774 -0.88308  0.239
H -2.63319 1.97877 0.78851  0.208
H -4.09051 0.96123 -1.35294  0.240
H -2.46301 0.78503 -2.01363  0.188
H -3.25104 -1.41884 -1.35698  0.409
H -1.27842 -1.84236 -0.00416  0.230
H -2.54874 -0.11085 1.76551  0.494
H 0.97887 2.16075 -0.02379  0.229
H 3.56318 0.49924 0.67366  0.222
H 2.20500 1.03284 1.78448  0.228
H 3.22641 2.13380 0.97156  0.254
H 2.82110 0.55086 -1.52231  0.472

Forces on atoms 1 to 6 (eV/Å):
1.1 -0.1 -2.4
2.5 0.4 0.0
-0.7 -3.7 -2.8
-2.0 1.8 1.2
-1.9 -1.8 0.1
0.8 0.6 -0.2

=====

Record 8
# C8H17N2P

2 unconnected molecules or ions with the total composition C8H17N2P (ωB97M-V/def2-TZVPD, OMol25).

As for the spin multiplicity: 1. The value obtained for the frontier orbital gap is 7.953 eV. As for the highest occupied orbital energy: -7.4517 eV. The energy above the lowest of the compared OMol25 structures with the same formula, charge and spin comes out at 2.761 eV. The calculation puts the electronic energy at -765.727521 hartree. As for the SMILES: [H]/P=C(/N)CCC.CCC=C=N.

Each line ends with the natural charge from an NBO analysis.
Cartesian coordinates (Å):
H -0.54413 -2.46846 1.62648  -0.051
P -0.39986 -1.20406 2.30071  0.200
C 0.68256 -0.34439 1.27137  -0.083
N 0.78100 1.01066 1.49034  -0.828
C 1.75118 -1.05656 0.56586  -0.492
C 3.04017 -0.36600 0.08938  -0.404
C 2.63534 0.54479 -1.14467  -0.631
H -0.08713 1.51408 1.38522  0.399
H 1.62058 1.56097 1.39027  0.390
H 2.14854 -1.93429 1.14094  0.234
H 1.20651 -1.51485 -0.31774  0.230
H 3.44702 0.20569 0.91841  0.198
H 3.78862 -1.16401 -0.17443  0.223
H 3.02001 0.31970 -2.21914  0.224
H 1.55889 0.57627 -1.32601  0.201
H 2.86236 1.58405 -0.86035  0.204
C -2.73391 1.91142 -0.36860  -0.602
C -2.61642 0.51759 0.31002  -0.412
C -1.64792 -0.27836 -0.51674  -0.393
C -1.83643 -1.36334 -1.14410  0.389
N -2.14640 -2.27272 -1.90644  -0.646
H -3.01851 2.71029 0.28649  0.209
H -1.74634 2.12415 -0.99419  0.197
H -3.46952 1.82776 -1.16553  0.210
H -3.53966 0.13045 0.29422  0.214
H -2.19319 0.62698 1.33358  0.212
H -0.60137 0.12253 -0.63850  0.232
H -1.96199 -3.32033 -1.62686  0.375

Forces on atoms 1 to 6 (eV/Å):
0.6 0.4 0.0
-0.6 0.4 -0.1
0.7 -0.4 2.7
-0.7 0.2 -0.4
1.3 -2.6 -1.4
-1.1 -0.2 -1.8

=====

| no. | molar mass (g/mol) | largest force on an atom (hartree/bohr) |
| --- | --- | --- |
| 1 | 328.5 | 0.126 |
| 2 | 558.8 | 0.192 |
| 3 | 369.7 | 0.010 |
| 4 | 234.1 | 0.069 |
| 5 | 383.4 | 0.120 |
| 6 | 157.2 | 0.104 |
| 7 | 205.2 | 0.091 |
| 8 | 172.2 | 0.093 |